Entry 1:
Density functional theory data (ωB97M-V with the def2-TZVPD basis set) for a cluster of 12 separate species, C6H38NO12 in total in a non-equilibrium geometry.

Structure (ORCA input):
```
! wB97M-V def2-TZVPD RIJCOSX def2/J DEFGRID3
* xyz 2 2
C -1.37077 1.52450 2.05689
O -1.60238 2.91854 2.15697
C -1.12712 1.23838 0.58710
C -1.67906 -0.09349 0.19061
C -1.01942 -1.38629 0.85499
C -1.64580 -0.24267 -1.34379
C -2.92991 0.42009 -1.93180
N 0.34801 1.48532 0.27601
H -2.21884 1.11041 2.59383
H -0.55831 1.21101 2.67034
H -2.39974 3.04384 1.58395
H -1.65960 2.05064 -0.02190
H -2.71925 -0.14504 0.41777
H 0.07310 -1.31845 0.94803
H -1.26864 -1.29371 1.91347
H -1.10789 -2.42177 0.51072
H -0.78539 0.23915 -1.88005
H -1.60202 -1.33008 -1.65438
H -3.81643 -0.22682 -2.17426
H -2.72363 0.80467 -2.91154
H -3.10797 1.25402 -1.33293
H 0.74396 0.55095 0.17613
H 0.86209 1.93705 1.02673
H 0.42841 2.01066 -0.58535
H 2.70213 1.95491 2.29972
H 2.57091 3.50524 1.91840
O 2.49630 2.59782 1.60702
H -2.24762 3.99732 -1.38366
H -2.57714 4.50765 0.06337
O -2.95103 4.12991 -0.72819
H 2.49285 -0.69197 3.42141
H 1.43063 -1.55115 2.63111
O 1.79819 -0.67835 2.75871
H 2.27185 -2.38420 -0.67321
H 2.08096 -3.90452 -0.85138
O 1.65664 -3.12365 -0.47787
H 0.35632 -3.91929 2.14378
H -0.90101 -4.49463 1.62968
O -0.39396 -4.43055 2.46732
H 2.92156 2.67277 -2.33323
H 1.99434 1.57249 -2.48912
O 2.08122 2.34042 -1.91440
H -1.63419 -3.68152 -3.13592
H -0.93829 -3.67305 -1.78820
O -1.79257 -3.45152 -2.19323
H -0.72646 2.06311 -2.29020
H -1.87650 3.08972 -2.81370
O -1.10657 2.99762 -2.24473
H 2.67577 -1.14951 0.88386
H 2.74819 0.29429 0.99187
O 2.56632 -0.37411 0.31264
H 2.30527 -3.62328 1.47020
H 2.70737 -3.24979 2.95618
O 2.62400 -2.93156 2.05867
H 2.31216 -2.42529 -3.90475
H 1.66966 -1.40978 -3.11358
O 1.58099 -1.79627 -3.98778
*
```

The expectation value of S² is 0.7553. The calculation puts the LUMO energy (alpha / beta) at -5.8 / -13.2 eV.

=====

Entry 2:
Density functional theory data (ωB97M-V with the def2-TZVPD basis set) for an isolated molecule of C4H7NO2 in a non-equilibrium geometry.

Structure (ORCA input):
```
! wB97M-V def2-TZVPD RIJCOSX def2/J DEFGRID3
* xyz 0 1
C 0.37649 1.01229 -1.32831
N 0.02285 -0.11559 -0.49642
C 0.52209 -1.36696 -0.80104
O 0.97023 -2.13842 0.01293
C -0.82218 -0.00925 0.66882
C -0.13502 0.00820 2.02495
O 0.99703 0.32571 2.24824
H 1.07297 1.66085 -0.79042
H -0.47792 1.65454 -1.56379
H 0.82525 0.63361 -2.24294
H 0.44414 -1.68191 -1.85788
H -1.43214 0.88564 0.56238
H -1.48378 -0.88325 0.70893
H -0.88000 0.01454 2.85456
*
```

The calculation puts the LUMO energy at 0.8 eV. Its SMILES is CN(C=O)CC=O.

=====

Entry 3:
Density functional theory data (ωB97M-V with the def2-TZVPD basis set) for an isolated molecule of C13H25F2NO3S in a non-equilibrium geometry.

Structure (ORCA input):
```
! wB97M-V def2-TZVPD RIJCOSX def2/J DEFGRID3
* xyz 0 1
C -0.22888 1.64216 4.17238
C -1.66212 1.74365 3.64287
C -1.81896 2.67226 2.42278
C -1.59731 1.94688 1.08762
C -0.13513 1.98869 0.60861
C 0.01118 1.64680 -0.86912
C 1.41625 1.92803 -1.42290
C 2.00038 0.75560 -2.21559
C 2.35858 -0.43892 -1.30806
C 2.36876 -1.77613 -2.04241
C 0.99598 -2.41196 -2.29127
N -0.01182 -2.21974 -1.18947
C -1.35855 -2.37599 -1.80381
C -2.51918 -2.29815 -0.84844
O -2.70436 -1.49193 -0.02110
F -3.41091 -3.25393 -1.08718
S 0.28658 -3.33244 -0.00983
O -0.20931 -4.61492 -0.38329
O 1.62408 -3.18685 0.43936
F -0.62831 -2.78068 1.09585
H 0.30649 2.58614 4.07964
H -0.24875 1.36137 5.22546
H 0.34480 0.87407 3.65488
H -1.99809 0.74604 3.35795
H -2.32105 2.08823 4.43999
H -1.06260 3.45610 2.49968
H -2.79657 3.15107 2.43882
H -1.89190 0.90158 1.16697
H -2.22185 2.37219 0.29751
H 0.25571 2.99079 0.80047
H 0.42878 1.27265 1.21127
H -0.74894 2.19269 -1.43187
H -0.22870 0.58592 -0.98761
H 2.07974 2.11780 -0.57710
H 1.40347 2.79568 -2.08198
H 1.29632 0.41364 -2.98023
H 2.91624 1.08367 -2.70818
H 1.74789 -0.45715 -0.40850
H 3.38232 -0.27044 -0.96438
H 2.81617 -1.61376 -3.02498
H 2.98315 -2.48746 -1.49879
H 0.53502 -2.00224 -3.18574
H 1.12454 -3.48727 -2.43880
H -1.48039 -1.52125 -2.47046
H -1.39876 -3.29250 -2.39101
*
```

The calculation puts the LUMO energy at 0.5 eV. Its SMILES is CCCCCCCCCCCN(CC(=O)F)S(=O)(=O)F.